Entry 1:
Formula: C6H12N2
Source: the OMol25 dataset
Level of theory: ωB97M-V/def2-TZVPD

```
20
Properties=species:S:1:pos:R:3
N -0.090 -0.884 -1.342
N -2.227 -0.741 -0.781
C -1.155 -1.586 -1.077
C -1.742 0.531 -0.728
C 0.303 1.667 -1.646
C 1.103 0.319 2.087
C -0.463 0.454 -1.267
C 1.546 -1.049 1.580
H 1.636 -1.929 2.189
H -1.358 -2.632 -0.885
H 0.053 0.468 1.842
H -2.352 1.435 -0.716
H 1.336 0.569 3.118
H 0.964 -1.580 0.829
H 1.171 1.277 -2.229
H 1.651 1.146 1.599
H 0.541 2.313 -0.776
H 2.512 -1.020 1.038
H -3.144 -1.079 -0.545
H -0.285 2.323 -2.289
```

Calculated values
total charge = 0
DFT total energy = -345.2906 Ha
energy above the lowest of the compared OMol25 structures with the same formula, charge and spin = 97.9 kJ/mol
HOMO-LUMO gap = 0.3429 Ha

---

Entry 2:
Formula: C43H50N2O2PdS2SeTe
Source: the OMol25 dataset
Level of theory: ωB97M-V/def2-TZVPD

```
102
Properties=species:S:1:pos:R:3
Te 0.469 2.407 -1.487
Pd -1.088 1.354 0.514
Se -2.303 -0.784 -0.424
S 1.940 0.190 1.586
S -1.377 0.294 3.631
O -2.320 4.378 1.314
O 1.482 -1.100 1.018
N -3.356 1.762 2.477
N -1.205 2.699 2.497
C -2.262 6.094 3.534
C -1.835 6.330 5.886
C -1.392 5.016 5.944
C 3.641 0.427 0.977
C -4.975 -1.561 0.327
C 5.566 -0.685 2.131
C 5.146 -3.034 0.731
C -0.585 6.525 -0.298
C 1.391 6.031 0.912
C -2.018 1.535 2.653
C 4.540 -0.745 1.190
C 4.357 1.971 5.626
C -1.369 4.236 4.796
C -5.517 1.812 3.628
C -6.193 0.840 -0.291
C 6.380 -1.785 2.367
C -4.361 -2.875 0.717
C 2.270 -0.212 3.324
C -4.173 -0.507 -0.174
C 3.920 0.879 4.888
C -4.082 1.865 -1.096
C -1.683 4.896 -1.817
C -1.810 4.778 3.593
C -4.409 0.945 3.039
C 0.316 8.282 1.275
C 2.045 2.155 4.102
C -1.822 3.956 2.332
C -8.458 -0.015 0.431
C 2.483 3.247 4.836
C -0.558 5.268 -0.896
C 2.591 3.872 0.728
C 6.168 -2.965 1.669
C -2.267 6.872 4.680
C -4.821 0.704 -0.501
C 4.337 -1.934 0.489
C -6.979 -0.189 0.207
C 1.455 4.769 0.326
C 2.765 0.960 4.114
C 0.474 4.359 -0.598
C 0.376 6.930 0.615
C -6.344 -1.391 0.495
C 3.641 3.160 5.598
C -5.056 2.673 4.796
H 5.258 1.893 6.222
H -3.949 0.322 3.807
H -2.588 6.482 2.578
H 4.969 -3.954 0.188
H 4.482 -0.048 4.901
H -2.128 3.950 -1.510
H -1.844 6.938 6.783
H 3.980 4.014 6.171
H 2.953 -1.065 3.337
H -0.610 8.799 1.017
H 3.523 -1.988 -0.221
H -8.766 1.011 0.222
H 5.723 0.234 2.684
H -6.926 -2.217 0.898
H 1.282 -0.520 3.675
H 0.356 8.197 2.364
H -3.973 1.750 -2.179
H -9.050 -0.674 -0.211
H 1.908 4.165 4.813
H -1.027 3.206 4.811
H 1.122 2.216 3.533
H -2.452 5.673 -1.817
H -6.331 1.150 3.942
H -4.684 2.053 5.615
H -0.451 2.518 1.759
H -4.826 0.282 2.284
H -1.408 7.196 -0.529
H -3.415 -2.713 1.235
H 1.149 8.923 0.969
H 7.175 -1.719 3.100
H -4.237 3.330 4.498
H 2.259 2.836 0.752
H -5.937 2.442 2.836
H -2.608 7.900 4.639
H -3.603 2.373 1.709
H -3.062 1.939 -0.707
H -1.328 4.746 -2.840
H -4.611 2.803 -0.906
H -5.045 -3.446 1.352
H -5.864 3.299 5.182
H -4.123 -3.479 -0.164
H -6.662 1.792 -0.530
H 6.797 -3.828 1.854
H -8.740 -0.237 1.465
H 4.049 1.339 1.417
H 2.985 4.156 1.707
H -1.059 4.595 6.885
H 3.410 3.921 0.002
H 2.153 6.308 1.638
H 3.456 0.632 -0.082
```

Calculated values
total charge = -2
DFT total energy = -5522.3130 Ha
energy above the lowest of the compared OMol25 structures with the same formula, charge and spin = 0.0 kJ/mol
HOMO-LUMO gap = 0.1673 Ha

---

Entry 3:
Formula: C5H3F
Source: the OMol25 dataset
Level of theory: ωB97M-V/def2-TZVPD

```
9
Properties=species:S:1:pos:R:3
F -2.762 -0.630 0.009
C 3.381 -0.090 0.232
C 2.179 -0.091 -0.196
C -0.340 0.215 -0.199
C -1.871 0.468 0.189
C 0.844 0.180 -0.290
H -2.129 0.897 1.187
H -2.386 1.334 -0.379
H 4.217 -0.654 0.690
```

Calculated values
total charge = 0
DFT total energy = -292.0009 Ha
energy above the lowest of the compared OMol25 structures with the same formula, charge and spin = 132.8 kJ/mol
HOMO-LUMO gap = 0.3595 Ha

---

Entry 4:
Formula: C16H10BCl4F3NO
Source: the OMol25 dataset
Level of theory: ωB97M-V/def2-TZVPD

```
36
Properties=species:S:1:pos:R:3
Cl -3.489 -4.049 2.396
Cl -0.231 4.016 3.765
Cl -0.633 -4.823 1.747
Cl -2.356 -3.472 -0.352
F 4.964 0.668 -1.038
F 5.174 -0.420 -2.947
F 4.783 1.756 -2.951
O -1.488 -2.272 1.922
N -2.798 1.452 -2.304
C -2.003 0.564 -2.314
C -2.619 1.238 2.199
C -0.532 0.169 2.834
C -0.053 1.369 3.284
C -0.845 2.507 3.197
C 3.051 0.323 -2.322
C -2.124 2.434 2.654
C 4.547 0.591 -2.316
C 0.805 1.148 -2.313
C 1.220 -1.223 -2.309
C 2.157 1.378 -2.316
C 2.570 -0.974 -2.312
C 0.300 -0.163 -2.314
C -1.827 0.065 2.279
C -2.267 -1.182 1.836
C -1.099 -0.401 -2.317
B -1.968 -3.564 1.457
H 3.281 -1.782 -2.310
H -1.459 -1.417 -2.297
H 0.110 1.971 -2.317
H -2.710 3.337 2.603
H -3.250 -1.300 1.411
H -3.610 1.188 1.781
H 0.064 -0.725 2.897
H 0.933 1.448 3.708
H 0.854 -2.236 -2.306
H 2.548 2.381 -2.317
```

Calculated values
total charge = -1
DFT total energy = -2911.1160 Ha
HOMO-LUMO gap = 0.1102 Ha

---

Entry 5:
Formula: C60H146Cl4N18O16P6
Source: the OMol25 dataset
Level of theory: ωB97M-V/def2-TZVPD

```
250
Properties=species:S:1:pos:R:3
Cl 10.053 4.358 3.625
Cl 9.646 7.484 2.637
Cl 10.830 -0.617 -1.749
Cl 14.385 1.001 -3.801
P 7.297 -1.896 -5.946
P 11.658 11.972 -1.784
P 5.308 2.148 1.541
P 10.659 4.544 -2.530
P 18.188 5.166 -7.085
P 5.071 8.932 -1.399
O 10.140 9.322 -5.843
O 3.989 3.070 -2.843
O 7.628 -3.223 -6.456
O 15.996 9.232 1.776
O 18.340 5.361 -5.638
O 16.646 9.237 -6.774
O 5.094 2.884 -4.872
O 15.130 0.913 0.319
O 15.193 7.469 2.447
O 6.200 3.219 1.200
O 13.003 0.721 1.038
O 4.148 8.286 -0.462
O 14.466 8.457 -6.564
O 11.338 10.708 -2.441
O 11.729 4.144 -1.578
O 8.240 8.219 -6.295
N 19.026 3.737 -7.756
N 5.253 1.576 3.218
N 11.109 4.348 -4.247
N 3.620 2.559 1.315
N 6.853 -0.846 -7.285
N 6.273 10.095 -0.823
N 4.214 9.557 -2.770
N 5.977 -1.900 -4.804
N 10.075 6.188 -2.480
N 5.543 0.634 0.618
N 8.636 -1.080 -5.196
N 18.786 6.463 -8.135
N 13.274 12.241 -1.264
N 16.543 4.993 -7.604
N 10.687 12.072 -0.352
N 9.304 3.502 -2.445
N 11.283 13.353 -2.711
N 5.977 7.672 -2.214
C 20.459 3.552 -7.676
C 18.409 2.886 -8.725
C 5.758 -1.250 -8.172
C 12.170 14.381 -3.151
C 4.685 10.725 -3.563
C 2.655 3.163 -2.388
C 5.378 0.590 -0.870
C 5.733 6.204 -1.841
C 15.631 4.295 -6.726
C 7.451 9.592 -0.231
C 9.314 6.761 -1.341
C 15.844 7.917 -4.740
C 10.583 7.197 -3.328
C 9.031 2.864 -1.136
C 9.540 11.414 -6.324
C 14.407 7.380 -4.483
C 5.326 -0.652 -4.511
C 10.240 13.294 0.247
C 12.551 2.803 2.080
C 8.529 0.227 -4.543
C 5.948 -2.917 -3.737
C 6.666 7.865 -3.423
C 14.261 6.396 2.117
C 9.935 13.419 -3.369
C 9.959 -1.694 -5.253
C 7.990 -0.107 -7.995
C 13.639 6.788 0.784
C 19.286 7.732 -7.489
C 14.094 1.407 0.844
C 2.486 1.618 1.245
C 10.171 4.615 -5.380
C 4.011 2.970 -4.237
C 12.492 3.993 -4.653
C 6.682 -0.178 1.078
C 3.256 3.933 1.123
C 8.100 3.548 -3.389
C 12.058 1.361 1.778
C 13.868 2.885 1.179
C 4.343 0.610 3.814
C 10.547 10.706 -5.595
C 10.296 10.925 0.473
C 15.989 5.167 -9.042
C 8.835 9.274 -6.124
C 15.776 8.587 -6.126
C 5.783 11.337 -0.302
C 15.220 8.375 1.545
C 14.413 11.394 -1.667
C 18.649 6.474 -9.593
C 1.952 4.030 -3.457
C 3.250 8.768 -3.516
C 5.961 2.491 4.203
C 13.223 -0.188 -3.103
C 2.686 3.387 -4.675
C 14.220 8.132 0.474
C 13.688 7.507 -5.810
C 8.375 6.192 2.414
C 11.920 0.576 -2.605
C 13.585 13.133 -0.146
C 8.213 10.707 -6.265
C 8.920 4.768 2.230
H 18.880 1.903 -8.756
H 1.983 1.759 2.201
H 13.897 7.890 -3.666
H 16.623 7.167 -4.879
H 4.940 6.057 -1.109
H 13.223 4.198 -3.870
H 16.365 4.390 -9.708
H 8.216 3.936 2.238
H 2.276 4.084 0.671
H 6.313 0.609 -1.430
H 13.234 12.724 0.801
H 10.217 -2.227 -4.338
H 7.670 4.549 -3.347
H 8.753 5.956 -0.867
H 9.741 7.785 -3.692
H 9.594 12.437 -5.951
H 9.386 14.248 -2.923
H 7.613 10.895 -5.374
H 18.211 3.472 -9.622
H 14.586 4.436 -7.003
H 8.391 3.389 -4.427
H 12.786 4.634 -5.484
H 12.575 6.554 0.786
H 10.536 10.900 -4.523
H 11.849 3.589 1.804
H 10.067 11.618 -7.256
H 7.604 0.402 1.120
H 13.692 6.622 -6.447
H 14.631 13.025 0.141
H 20.969 4.008 -8.525
H 15.772 3.215 -6.678
H 6.576 -0.450 2.129
H 11.855 0.863 2.725
H 1.756 1.940 0.503
H 7.441 7.125 -3.620
H 13.792 -0.734 -2.350
H 19.460 7.627 -6.418
H 7.772 10.682 -7.261
H 19.588 6.718 -10.089
H 4.990 11.739 -0.932
H 4.273 -0.648 -4.230
H 8.085 3.233 -0.739
H 20.791 2.514 -7.680
H 14.294 6.352 -4.139
H 6.538 -3.805 -3.965
H 2.828 0.622 0.962
H 2.345 9.301 -3.808
H 16.200 8.527 -3.910
H 4.933 -3.307 -3.657
H 10.073 -2.312 -6.143
H 2.310 5.058 -3.404
H 15.805 4.509 -5.672
H 6.452 -2.454 -2.889
H 6.841 3.030 3.850
H 6.719 5.830 -1.564
H 11.895 14.493 -4.199
H 9.458 12.439 -3.365
H 13.975 6.095 0.013
H 6.247 2.044 5.155
H 14.904 5.172 -8.947
H 13.407 8.847 0.351
H 15.127 12.095 -2.099
H 11.258 1.051 -3.330
H 14.780 8.170 -0.460
H 7.373 2.741 -3.297
H 17.946 7.256 -9.880
H 7.726 6.440 1.574
H 10.148 10.045 -0.154
H 6.801 -1.063 0.454
H 12.952 -0.876 -3.904
H 10.662 -0.888 -5.463
H 8.659 -0.761 -8.554
H 4.888 10.481 -4.605
H 7.812 0.861 -5.065
H 11.116 13.792 0.661
H 0.869 3.907 -3.479
H 4.370 -0.347 3.294
H 9.421 5.381 -5.186
H 11.031 6.749 -4.214
H 11.520 10.868 -6.060
H 12.761 2.987 3.134
H 8.594 0.330 -7.200
H 11.221 1.552 1.106
H 6.623 12.030 -0.257
H 14.906 5.537 1.930
H 5.951 7.669 -4.222
H 3.833 11.385 -3.730
H 7.262 8.865 0.558
H 9.876 13.992 -0.506
H 4.033 4.385 0.507
H 10.767 5.023 -6.196
H 6.983 8.855 -3.753
H 19.123 8.710 -7.943
H 5.818 -0.095 -3.714
H 2.937 7.889 -2.953
H 11.406 7.847 -3.031
H 9.346 4.607 1.240
H 2.745 4.044 -5.544
H 12.692 7.853 -5.533
H 9.664 3.724 -5.751
H 4.847 -1.688 -7.763
H 17.432 2.577 -8.353
H 2.317 2.132 -2.280
H 13.643 3.385 0.236
H 5.237 11.271 0.640
H 5.349 0.034 -5.357
H 14.670 3.300 1.789
H 4.919 -0.382 -1.048
H 7.860 10.455 0.294
H 20.372 7.770 -7.573
H 9.923 2.834 -0.511
H 8.151 0.109 -3.527
H 8.149 9.233 -0.988
H 8.735 1.823 -1.271
H 5.481 5.733 -2.792
H 7.735 0.783 -8.570
H 14.004 10.676 -2.378
H 14.880 10.912 -0.808
H 7.804 6.242 3.341
H 20.785 4.001 -6.738
H 5.282 3.331 4.348
H 13.591 6.139 2.937
H 4.550 0.365 4.855
H 4.634 1.329 -1.167
H 5.318 -0.436 -8.748
H 2.102 2.634 -5.204
H 3.321 0.935 3.622
H 11.089 10.653 1.170
H 3.558 8.556 -4.540
H 11.938 15.133 -2.396
H 13.153 14.119 -0.314
H 6.066 -1.936 -8.961
H 3.313 4.494 2.056
H 16.197 6.143 -9.479
H 10.166 7.161 -0.791
H 5.554 11.223 -3.135
H 9.403 13.181 0.937
H 13.156 13.917 -3.134
H 9.473 0.754 -4.406
H 12.276 1.285 -1.857
H 2.571 3.594 -1.391
H 8.587 7.477 -1.723
H 18.303 5.554 -10.063
H 10.216 13.580 -4.410
H 9.490 11.198 1.154
H 12.620 2.936 -4.885
```

Calculated values
total charge = +1
2S+1 = 2
DFT total energy = -8451.7723 Ha
HOMO-LUMO gap (spin up / spin down) = 0.2375 / 0.0609 Ha

---

Entry 6:
Formula: C7H11N2OSi
Source: the OMol25 dataset
Level of theory: ωB97M-V/def2-TZVPD

```
22
Properties=species:S:1:pos:R:3
Si 1.723 -0.747 1.897
O -1.330 2.687 0.082
N 2.525 -0.526 0.441
N -0.715 1.586 0.454
C -2.004 -0.288 -1.276
C -0.235 1.520 1.807
C -3.126 -0.097 -1.545
C 0.272 -1.424 -1.651
C -0.707 -0.573 -0.814
C 0.011 0.756 -0.588
C 0.678 0.748 2.251
H 1.054 0.641 -0.571
H 3.207 0.295 0.527
H -0.120 -2.430 -1.898
H -0.872 2.154 2.459
H -0.777 -1.220 0.183
H 0.765 -1.749 1.603
H 0.618 -0.715 -2.415
H 1.071 -1.600 -0.951
H -0.269 1.329 -1.433
H -4.025 0.426 -1.872
H 2.255 -0.772 3.312
```

Calculated values
total charge = -1
DFT total energy = -747.3291 Ha
energy above the lowest of the compared OMol25 structures with the same formula, charge and spin = 264.6 kJ/mol
HOMO-LUMO gap (spin up / spin down) = 0.2584 / 0.2633 Ha